Density functional theory data (the ωB97M-V functional and the def2-TZVPD basis) for a structure of composition C33H39F5N8O2Zn in a non-equilibrium geometry.

Output
Multiplicity: 1
HOMO in eV: -7.19
LUMO in eV: 0.48
Orbital gap in eV: 7.67

Each line ends with the Löwdin charge.
CARTESIAN COORDINATES (ANGSTROEM)
H  6.02246  8.28404  10.66655  0.06
C  8.78542  6.79553  9.68107  -0.31
H  6.90623  8.56740  9.10938  0.10
N  9.06390  5.47547  9.53613  -0.15
H  10.69346  4.53146  8.59402  0.09
C  7.34688  9.90751  16.64294  -0.08
N  10.38330  9.59111  11.78835  0.07
O  10.70773  7.25319  12.03768  0.00
C  6.36855  9.49365  15.78342  -0.12
H  7.46589  9.31422  10.64520  0.09
F  8.44338  12.13015  6.90155  0.18
H  10.43803  4.18361  10.33572  0.10
C  7.88351  9.54289  13.89223  -0.01
F  7.45132  10.32983  7.67197  0.09
H  5.78272  9.01715  13.75582  0.11
O  10.54638  11.87037  12.48971  0.08
H  11.88086  11.34033  6.96787  0.11
C  12.67395  7.69683  7.00796  -0.04
C  8.58993  10.31279  16.11151  -0.02
H  15.47385  11.05809  7.23298  0.09
H  13.00704  7.99527  10.78062  0.08
H  12.86264  9.35693  15.37285  0.11
C  15.00133  11.15176  8.21051  -0.03
H  15.61802  10.52582  8.87009  0.10
C  11.71175  8.15813  7.91718  -0.24
H  7.19034  9.89948  17.73583  0.11
H  14.98295  11.46883  10.87280  0.09
H  10.65722  5.97340  5.01347  0.08
C  10.31221  10.04330  14.16031  -0.28
C  10.94507  6.58416  5.81368  -0.10
H  13.68622  8.08647  7.16944  0.11
C  11.22027  10.77668  15.16290  -0.14
C  10.41480  4.95870  9.55998  -0.03
C  10.03484  6.80665  6.86624  -0.03
F  10.19135  12.17407  8.86404  -0.02
H  14.73164  8.41524  10.92594  0.10
H  12.83477  10.19818  6.05822  0.07
H  9.93026  12.50710  15.16208  0.13
F  9.41264  10.17956  6.78522  0.10
C  12.81163  12.41156  16.86502  -0.09
H  9.05046  6.38396  6.80782  0.11
H  15.01701  12.18239  8.57616  0.10
C  6.95756  8.39141  10.21541  -0.04
C  12.45550  10.32474  15.69088  -0.04
C  7.22099  6.36372  11.58474  -0.02
N  13.51858  10.03164  10.27603  -0.13
H  12.89998  6.78269  4.99223  0.12
C  11.66624  12.89777  16.30443  -0.09
C  13.20046  11.09974  16.54167  -0.10
F  8.24312  11.60732  9.81481  0.01
N  9.58597  7.72854  9.09474  0.07
H  13.52718  11.76100  6.30469  0.09
C  12.24862  7.02580  5.87434  -0.11
C  8.63185  11.00782  7.54091  -0.58
C  10.88242  12.10386  15.48833  -0.06
C  12.93100  10.98016  6.77558  0.01
H  11.10385  5.77336  9.77711  0.08
C  13.05278  9.94693  8.95163  -0.34
H  6.16930  6.15634  11.54491  0.09
N  10.76314  8.68871  13.88198  0.14
C  9.22999  11.17899  8.97632  -0.38
C  6.62988  9.29144  14.42836  -0.09
H  8.23991  3.73727  8.68540  0.09
H  13.50541  9.03242  12.04792  0.06
H  5.30294  9.45034  16.16131  0.12
C  10.58339  8.39865  12.52315  -0.54
H  13.71319  11.18420  12.02290  0.07
C  10.44607  7.50677  7.97712  -0.25
H  11.36331  13.93646  16.45298  0.11
H  8.16452  9.36545  12.85367  0.09
H  7.46190  7.03291  12.38556  0.07
N  13.65755  10.60412  8.00174  -0.09
H  7.88499  3.95411  10.45819  0.08
N  11.92138  9.25598  8.70342  0.05
H  13.28153  12.06980  10.60621  0.10
C  10.32502  10.68254  12.71346  -0.35
C  8.90453  10.08202  14.76123  -0.11
H  14.12703  10.73091  17.02807  0.11
C  13.70113  8.79518  11.04214  -0.03
H  9.33300  10.80648  16.69845  0.10
H  7.85134  5.44816  11.58137  0.08
Zn  10.27349  9.46158  9.80386  0.70
H  13.42864  12.93522  17.55619  0.09
C  8.01396  4.46626  9.47963  -0.07
C  13.89625  11.25476  10.98084  -0.04
H  10.61455  7.89731  14.55293  0.18
H  7.00812  4.87171  9.14361  0.12
N  7.69302  7.17411  10.45237  -0.13

Force components x, y, z for each atom (eV/Å):
-1.639 -0.046 0.463
0.781 1.755 -0.669
-0.249 -0.067 1.059
-1.085 -0.246 0.036
-0.036 -0.086 -0.012
1.177 0.607 0.427
-0.172 0.113 2.079
-0.399 1.944 0.803
-1.984 -0.095 0.129
-0.547 -1.017 -0.369
-0.349 0.697 -0.888
0.343 0.136 -0.092
0.851 0.550 1.630
0.173 0.614 -0.390
0.813 0.092 0.607
-1.128 -2.054 0.162
1.205 -0.269 0.232
-0.041 1.148 -0.072
-0.216 -0.786 -0.916
0.203 0.476 0.013
-0.077 0.220 -0.316
-0.376 0.237 0.228
0.342 -0.525 -0.665
-0.587 0.105 0.006
0.370 -0.321 -0.896
-0.037 0.452 -0.744
-0.560 0.140 0.005
-0.540 -0.546 -1.205
0.408 1.001 1.506
-0.484 0.415 1.134
-0.299 -0.197 -0.482
1.229 1.279 -0.368
0.030 0.092 -0.063
1.319 -0.568 -0.657
-0.200 0.622 -0.108
-0.271 0.127 0.148
0.129 -1.012 -0.316
0.188 0.014 -0.307
-0.068 0.805 0.136
0.525 -1.704 -0.250
-0.339 -0.098 0.099
-0.122 -0.113 -0.191
2.532 1.685 -1.459
-0.814 -1.018 -1.254
2.159 0.144 -0.976
-0.565 -0.637 -0.963
-0.375 0.276 1.254
-0.529 0.972 -0.186
0.791 0.840 1.143
-0.390 0.798 -0.138
-1.243 -0.563 0.909
-0.232 0.151 0.039
0.755 -0.989 -0.810
0.153 -1.639 2.050
-0.419 -0.680 -0.185
-0.492 1.089 0.413
-0.042 -0.197 0.242
-1.158 -1.246 2.143
-0.530 -0.210 -0.189
-0.641 -1.010 -0.141
1.172 -2.240 -0.325
-0.775 0.281 -1.140
0.295 0.068 0.424
-0.087 0.138 1.428
1.397 -0.476 -0.469
0.567 -0.387 -0.734
-0.468 -0.417 0.937
-0.798 -0.175 0.251
0.023 -0.323 0.153
-0.437 -0.026 0.217
-0.145 -0.307 1.313
0.498 1.226 -0.485
0.043 -0.021 -0.743
0.830 -0.054 2.155
0.184 0.210 -0.062
2.286 -0.291 -0.884
-1.919 -1.627 -0.880
-0.693 0.023 -0.629
0.153 -0.203 -1.246
0.208 -0.206 0.673
-0.729 0.830 0.698
-1.161 1.415 0.296
0.212 0.674 0.293
-1.105 0.015 -0.439
0.855 0.222 -1.755
0.042 1.285 -0.972
1.265 -0.042 0.704
1.042 -1.247 -1.596